{"formula": "C27H39F7O29P2", "method": "ωB97M-V with the def2-TZVPD basis set", "symbols": ["C", "C", "O", "C", "O", "O", "F", "H", "H", "H", "C", "C", "O", "C", "O", "O", "F", "H", "H", "H", "C", "C", "O", "C", "O", "O", "F", "H", "H", "H", "C", "C", "O", "C", "O", "O", "F", "H", "H", "H", "C", "C", "O", "C", "O", "O", "F", "H", "H", "H", "C", "C", "O", "C", "O", "O", "F", "H", "H", "H", "C", "C", "O", "C", "O", "O", "F", "H", "H", "H", "C", "O", "P", "O", "O", "C", "O", "C", "H", "H", "H", "H", "H", "H", "H", "H", "H", "C", "O", "P", "O", "O", "C", "O", "C", "H", "H", "H", "H", "H", "H", "H", "H", "H"], "coordinates": [[3.866, 6.256, -12.242], [4.545, 6.008, -13.588], [3.494, 6.371, -14.486], [2.355, 6.403, -13.830], [1.240, 6.296, -14.250], [2.579, 6.260, -12.551], [4.798, 4.793, -13.729], [4.229, 7.178, -11.786], [4.059, 5.454, -11.530], [5.543, 6.403, -13.777], [6.585, 0.392, -4.863], [7.458, 0.037, -6.156], [7.424, 1.410, -6.629], [6.430, 2.120, -6.285], [5.921, 3.073, -6.810], [5.701, 1.399, -5.383], [6.903, -0.821, -7.070], [7.190, 0.822, -4.066], [5.973, -0.438, -4.507], [8.520, -0.193, -6.068], [1.172, 1.636, -9.348], [-0.239, 1.561, -9.965], [0.118, 1.094, -11.286], [1.457, 0.977, -11.482], [1.888, 0.368, -12.490], [2.106, 1.467, -10.341], [-0.736, 2.773, -10.112], [1.337, 0.802, -8.667], [1.312, 2.630, -8.923], [-0.929, 0.912, -9.426], [6.755, -5.170, -11.754], [5.942, -4.269, -12.774], [5.413, -5.107, -13.845], [5.665, -6.370, -13.493], [5.218, -7.303, -14.088], [6.411, -6.503, -12.315], [6.809, -3.393, -13.358], [6.356, -5.115, -10.741], [7.840, -5.206, -11.854], [5.330, -3.606, -12.162], [4.237, -3.813, -0.599], [2.731, -4.274, -0.893], [1.980, -3.166, -0.494], [2.706, -2.092, -0.272], [2.239, -1.097, 0.096], [3.983, -2.428, -0.528], [2.474, -5.301, -0.015], [4.732, -4.185, -1.496], [4.748, -4.233, 0.267], [2.560, -4.631, -1.908], [4.158, 4.658, 1.208], [4.060, 4.549, -0.407], [4.674, 3.352, -0.570], [5.498, 3.159, 0.441], [6.382, 2.371, 0.450], [5.189, 3.832, 1.464], [4.948, 5.374, -1.005], [3.239, 4.321, 1.687], [4.458, 5.668, 1.488], [3.065, 4.619, -0.844], [11.575, 4.501, -3.004], [13.080, 4.116, -2.841], [13.556, 4.375, -4.026], [12.669, 4.098, -4.915], [12.990, 3.884, -6.096], [11.447, 4.273, -4.447], [13.302, 2.852, -2.426], [11.306, 5.469, -2.582], [11.058, 3.812, -2.336], [13.573, 4.866, -2.223], [10.532, 3.394, -12.258], [10.742, 3.614, -13.629], [12.200, 4.105, -14.194], [12.565, 4.161, -15.626], [12.280, 5.529, -13.384], [11.528, 6.726, -13.700], [13.199, 3.106, -13.319], [14.259, 3.659, -12.560], [11.452, 3.504, -11.683], [10.137, 2.414, -11.991], [9.811, 4.024, -11.737], [10.854, 6.887, -12.859], [11.173, 6.655, -14.728], [12.120, 7.637, -13.608], [15.129, 3.462, -13.187], [14.200, 3.029, -11.673], [14.137, 4.625, -12.071], [11.605, -2.799, 2.844], [11.096, -2.831, 1.548], [12.041, -3.127, 0.248], [11.381, -2.685, -1.055], [13.407, -2.264, 0.494], [14.545, -2.830, 1.173], [12.619, -4.672, 0.298], [11.867, -5.777, 0.800], [11.504, -1.820, 3.314], [12.593, -3.258, 2.881], [11.117, -3.404, 3.608], [15.348, -2.866, 0.437], [14.313, -3.745, 1.718], [14.857, -2.133, 1.951], [11.189, -6.145, 0.030], [11.300, -5.473, 1.680], [12.555, -6.556, 1.128]], "forces_ev_per_angstrom": [[3.690, 0.170, 1.053], [-0.319, 4.054, 0.969], [1.911, 0.801, -1.350], [-2.661, -1.912, -0.573], [0.582, 1.021, -0.801], [-3.205, 0.648, 1.979], [0.514, -6.839, -0.902], [-0.210, 0.317, 0.008], [0.265, -0.131, -0.157], [-0.566, 1.854, -0.216], [-0.383, -1.213, -1.139], [-0.896, 2.157, 1.321], [4.370, -1.587, -2.701], [-5.438, 0.350, -0.230], [1.578, 0.109, 0.395], [0.654, -0.310, 1.353], [0.034, 0.845, 0.804], [0.209, -0.244, -0.095], [0.157, 0.084, 0.008], [-0.289, -0.176, 0.308], [-0.947, 0.079, 1.541], [2.799, -0.879, -1.152], [-0.818, -0.346, 0.557], [0.730, -2.541, -2.144], [-0.873, 3.161, 4.419], [0.524, -0.899, -3.759], [-1.058, 1.411, 0.036], [-0.219, 0.346, 0.572], [-0.012, -0.245, 0.438], [-0.105, -0.084, -0.499], [-1.444, -2.134, -2.567], [2.175, 0.363, 0.449], [0.722, 1.920, 2.837], [-0.216, -2.177, 0.947], [0.673, 0.454, 0.325], [-0.926, 0.854, -0.881], [0.226, 0.090, -0.444], [0.258, 0.079, -0.121], [-0.124, 1.070, 0.261], [-1.348, -0.508, -0.817], [-2.689, -0.711, -1.728], [1.882, -0.364, 2.485], [-1.952, -2.428, -1.122], [1.159, -2.063, -0.297], [-0.073, 2.530, 0.543], [2.402, 1.688, 0.221], [-0.535, -0.132, -0.397], [0.745, 1.009, -0.045], [-0.570, 0.199, 0.244], [-0.369, 0.292, 0.094], [-2.076, 2.513, -2.173], [0.015, 0.348, 2.224], [-1.222, -1.692, -1.702], [2.266, -3.590, -1.058], [0.848, -0.702, -0.607], [0.607, 0.984, 3.556], [-0.175, 1.969, -0.288], [-0.030, 0.139, 0.018], [-0.453, 0.079, 0.089], [0.239, -0.069, -0.087], [1.098, -1.830, 0.799], [-1.628, 2.998, 3.851], [3.838, -0.278, -1.416], [0.210, -0.151, -7.321], [-1.624, 0.322, 3.402], [-1.473, 0.029, 1.688], [-0.142, -0.350, -0.035], [0.261, 0.428, -1.071], [-0.673, -0.492, -0.869], [0.120, -0.690, 0.970], [0.387, -0.313, 1.925], [0.549, -0.077, -1.889], [0.601, 0.198, 2.069], [-1.375, -0.170, 1.422], [0.782, -0.576, -0.538], [0.577, -0.349, 0.362], [-2.597, 2.305, -1.536], [0.258, -1.451, 1.086], [0.104, -0.019, -0.118], [0.247, -0.439, -0.878], [-0.126, 0.839, -0.867], [-0.895, -0.457, -0.608], [-0.631, 0.152, 0.360], [0.848, -0.378, -0.345], [0.461, 0.650, 0.702], [0.938, -0.410, 0.031], [-0.126, 0.497, -1.162], [0.850, -0.494, 1.732], [-0.028, -0.839, -1.787], [-0.133, 1.400, -2.620], [1.328, -1.483, 3.582], [-1.273, -1.440, 0.260], [0.079, 0.888, 0.312], [-0.576, 1.838, 0.345], [-0.372, 0.142, 0.257], [0.651, 0.350, -0.611], [0.405, 0.786, 0.052], [-1.044, -0.596, -0.686], [-0.035, -0.616, 0.186], [0.222, -0.248, -0.669], [-0.078, 0.294, -0.091], [0.062, -0.076, 0.065], [-0.188, -0.009, -0.035], [0.111, 0.105, -0.309]], "lowdin_charge": [-0.117, -0.367, 0.174, -0.597, 0.173, 0.108, 0.161, 0.140, 0.150, 0.174, -0.034, -0.186, 0.130, -0.618, 0.159, 0.046, 0.066, 0.138, 0.133, 0.167, -0.109, -0.291, 0.110, -0.427, 0.112, 0.053, 0.099, 0.140, 0.145, 0.168, 0.001, -0.243, 0.152, -0.549, 0.165, 0.012, 0.041, 0.126, 0.135, 0.162, -0.036, -0.253, 0.145, -0.606, 0.218, 0.067, 0.037, 0.125, 0.138, 0.165, -0.059, -0.279, 0.157, -0.659, 0.183, 0.128, 0.077, 0.141, 0.141, 0.170, 0.004, -0.395, 0.180, -0.577, 0.128, 0.113, 0.107, 0.135, 0.134, 0.172, -0.134, -0.220, 0.519, -0.233, -0.275, -0.072, -0.247, -0.121, 0.078, 0.090, 0.087, 0.086, 0.092, 0.080, 0.097, 0.087, 0.085, -0.138, -0.213, 0.528, -0.277, -0.225, -0.107, -0.249, -0.091, 0.100, 0.071, 0.087, 0.095, 0.072, 0.086, 0.093, 0.077, 0.092], "relative_energy_ev": 1.589, "total_energy_ha": -4615.96325, "orbital_gap_ev": 10.4801, "smiles": "O=C1OC[C@@H](F)O1.O=C1OC[C@@H](F)O1.O=C1OC[C@@H](F)O1.O=C1OC[C@@H](F)O1.O=C1OC[C@@H](F)O1.O=C1OC[C@@H](F)O1.O=C1OC[C@@H](F)O1.COP(=O)(OC)OC.COP(=O)(OC)OC", "lumo_energy_ev": 0.014}